Record 1
2 unconnected molecules or ions with the total composition C17H19F5INO6P in a non-equilibrium geometry, computed with wB97M-V/def2-TZVPD.

The geometry in XYZ format:
```
50
Properties=species:S:1:pos:R:3:forces:R:3:mulliken_charge:R:1
C -1.916714 -3.634816 1.952983 0.7 0.5 0.2 -1.301
C -1.115444 -3.254840 0.693655 -0.5 -0.6 -0.1 -0.342
C -1.667313 -2.069010 -0.101396 0.8 0.2 0.2 -1.489
I -0.955342 -2.227792 -2.138446 -0.3 -0.2 0.1 0.106
C -1.391328 -0.647140 0.487112 -0.1 -1.0 0.2 0.962
N -2.246824 -0.552327 1.695688 -0.2 0.6 0.1 -0.256
P -2.885399 1.005173 2.020370 0.0 0.5 -0.7 0.321
C -4.670056 0.663418 1.766296 0.3 -0.7 0.5 -1.106
O -2.875656 1.082901 3.694236 -0.1 -0.3 0.1 -0.542
C -1.832319 0.383212 -0.597508 -0.7 0.2 -0.3 -0.054
O -3.038792 0.261414 -0.894459 -0.3 0.0 0.2 -0.715
O -1.005517 1.178177 -1.041023 0.7 0.2 -0.2 -0.563
C 0.090472 -0.518837 0.922299 0.0 0.5 0.4 1.128
F 0.896372 -1.176244 0.046111 0.2 0.0 -0.2 -0.262
F 0.286641 -1.162542 2.125544 -0.1 -0.1 0.2 -0.377
C 0.651544 0.876998 1.099583 0.4 0.5 -0.3 -0.137
C 0.438118 1.631902 2.241425 0.1 -0.1 0.0 -0.525
C 0.990512 2.907849 2.384066 0.2 -0.1 -0.5 -1.125
C 1.785313 3.433293 1.376788 -0.2 -0.4 -0.1 -1.010
C 2.022510 2.665871 0.229328 -0.4 -0.3 0.4 0.177
C 2.897272 3.246797 -0.833808 0.2 -0.4 0.4 0.730
F 4.087925 3.650194 -0.323567 0.1 0.1 0.1 -0.294
F 3.206141 2.364142 -1.801106 -0.1 -0.1 -0.3 -0.207
F 2.374871 4.318965 -1.429175 -0.2 0.4 -0.2 -0.273
C 1.456339 1.405400 0.085922 0.2 0.6 0.2 -0.484
H -2.952855 -3.313378 1.916030 -0.2 -0.2 -0.1 0.256
H -1.470396 -3.146265 2.816379 -0.1 0.1 0.1 0.297
H -1.840270 -4.704736 2.128800 -0.2 -0.1 0.0 0.408
H -0.075062 -3.134716 0.961873 0.2 0.2 -0.1 0.237
H -1.136793 -4.116472 0.029972 -0.1 0.0 -0.2 0.598
H -2.739366 -2.180767 -0.187276 -0.2 0.2 -0.2 0.788
H -3.015409 -1.203176 1.610935 0.1 -0.2 0.0 0.436
H -5.240035 1.582260 1.727683 -0.2 0.1 0.0 0.364
H -5.009296 0.029511 2.591921 -0.1 0.2 0.1 0.329
H -4.769754 0.085583 0.854155 0.0 0.3 -0.4 0.294
H -2.673024 1.993606 3.916930 0.1 0.1 0.1 0.317
H -0.155855 1.221289 3.043276 -0.1 -0.1 0.1 0.802
H 0.798794 3.481855 3.276140 0.0 0.1 0.1 0.397
H 2.230188 4.414176 1.444864 0.0 0.1 0.2 0.416
H 1.646240 0.860940 -0.820848 -0.2 -0.2 -0.1 0.714
C 3.593009 -0.696223 -3.055028 0.1 0.1 0.1 -0.097
C 3.550790 -0.092535 -4.442890 0.1 0.2 0.0 -0.293
O 2.719398 -1.016594 -5.152832 0.0 0.0 0.0 -0.376
C 1.934985 -1.657184 -4.244928 -0.1 0.1 0.2 0.637
O 1.007770 -2.345999 -4.518958 0.2 -0.1 -0.3 -0.526
O 2.345869 -1.384565 -2.987621 0.1 -0.1 -0.1 -0.298
H 3.660441 0.046263 -2.263961 -0.2 -0.1 0.0 0.117
H 4.402339 -1.421142 -2.939376 0.0 0.0 0.0 0.257
H 3.075525 0.889797 -4.454042 0.0 0.0 0.0 0.242
H 4.529445 -0.023685 -4.912117 -0.1 -0.1 -0.1 0.321
```
Positions in Å, forces in eV/Å.

## Properties
**E_LUMO**: 2.671 eV
**Strongest force on any atom**: 1.05 eV/A
**Highest occupied orbital energy**: -5.1 eV
**E**: -62693.1624 eV
**Total charge**: -1
**2S+1**: 1



Record 2
A molecular structure, C32H27KN6O4P2SSe2 in a non-equilibrium geometry, computed with wB97M-V/def2-TZVPD.

The geometry in XYZ format:
```
75
Properties=species:S:1:pos:R:3:forces:R:3:mulliken_charge:R:1
K -0.002242 0.889517 0.028485 -1.0 -0.5 -0.6 0.785
Se -5.026207 -5.151435 2.128997 -0.1 -0.1 0.0 -0.389
P -4.667545 -4.299343 0.232343 0.0 0.2 0.0 1.256
C -4.708769 -5.572447 -1.079656 0.0 0.2 -0.1 0.120
C -4.884157 -5.207285 -2.415209 0.0 0.0 0.1 -0.205
C -4.909715 -6.179505 -3.398592 0.0 0.0 -0.1 -0.686
C -4.754665 -7.519558 -3.062954 0.0 0.0 -0.1 -0.381
C -4.581170 -7.884164 -1.739476 0.0 0.0 0.0 -0.585
C -4.563676 -6.911143 -0.750246 0.0 0.0 0.1 -0.562
C -5.949074 -3.107731 -0.273056 -0.1 -0.1 0.1 0.240
C -5.691608 -1.742905 -0.282361 0.1 0.0 -0.1 0.003
C -6.692236 -0.842567 -0.619858 0.0 0.0 0.0 -0.693
C -7.953153 -1.308554 -0.951716 0.0 0.0 0.0 -0.553
C -8.217965 -2.674288 -0.940174 -0.1 0.0 0.0 -0.680
C -7.223010 -3.570174 -0.595294 0.0 0.0 0.0 -0.492
C -3.176340 -3.359480 -0.018064 0.0 -0.2 -0.3 -0.036
C -2.344048 -2.533097 0.739315 -0.2 0.1 0.1 0.382
N -1.559886 -1.880665 -0.137946 0.4 0.1 0.1 0.358
N -1.863410 -2.288606 -1.351647 0.0 0.0 -0.1 -1.126
N -2.845596 -3.164535 -1.316708 -0.1 -0.3 0.0 0.015
P -2.226572 -2.098472 2.472316 0.1 0.3 -0.1 0.445
Se -0.779334 -0.610506 2.869865 0.0 -0.2 0.2 -0.513
C -3.890244 -1.537322 2.942092 0.0 0.0 -0.1 0.805
C -4.716380 -2.165428 3.862141 0.0 -0.1 0.1 -0.031
C -5.960614 -1.627116 4.155497 -0.1 0.0 0.0 -0.739
C -6.388237 -0.471086 3.521719 -0.1 0.0 0.0 -0.548
C -5.566642 0.153801 2.593773 0.0 0.1 0.0 -0.318
C -4.318850 -0.370587 2.311067 0.1 0.1 0.1 -0.835
C -1.900970 -3.622773 3.387867 0.0 0.0 0.1 0.456
C -1.570797 -4.811465 2.752029 0.0 0.1 -0.1 -0.205
C -1.259492 -5.936973 3.499094 0.0 0.0 0.0 -0.687
C -1.286226 -5.883562 4.882164 0.0 0.0 0.1 -0.461
C -1.606647 -4.693336 5.523340 0.0 0.0 0.1 -0.714
C -1.900233 -3.564499 4.779734 0.1 0.0 0.0 -0.454
H -4.978541 -4.164675 -2.679050 0.0 0.1 0.0 0.415
H -5.041309 -5.886019 -4.432397 0.0 0.0 0.0 0.374
H -4.768556 -8.276944 -3.838234 0.0 0.0 0.0 0.356
H -4.460982 -8.926020 -1.469052 0.0 0.0 0.0 0.376
H -4.447475 -7.177546 0.293753 0.0 0.0 0.0 0.277
H -4.707764 -1.365476 -0.029157 0.0 0.0 -0.1 -0.236
H -6.462189 0.216566 -0.623129 0.0 0.0 0.0 0.500
H -8.734517 -0.607838 -1.221174 0.0 0.0 0.0 0.371
H -9.203312 -3.043322 -1.198766 0.0 0.0 0.0 0.384
H -7.433968 -4.633600 -0.577303 0.0 0.0 0.0 0.412
H -4.412787 -3.092832 4.331559 0.0 0.1 0.0 0.484
H -6.603253 -2.131582 4.866742 0.0 0.0 0.0 0.363
H -7.366044 -0.059938 3.744738 0.0 0.0 0.0 0.359
H -5.883744 1.050110 2.075525 0.0 0.0 0.0 0.448
H -3.686928 0.133810 1.585118 0.1 0.0 0.0 -0.021
H -1.561238 -4.856313 1.670569 0.0 0.0 0.0 0.393
H -1.006770 -6.859194 2.990878 0.0 0.0 0.0 0.383
H -1.053016 -6.766581 5.465239 0.0 0.0 0.0 0.368
H -1.616821 -4.637525 6.604939 0.0 0.0 0.0 0.367
H -2.108524 -2.625786 5.279656 0.0 0.0 0.0 0.450
O 2.276280 3.154823 2.177743 0.0 -0.1 -0.1 -0.653
N 2.025562 2.295397 1.322155 0.5 0.3 0.3 1.007
O 1.882409 1.093538 1.634535 0.3 -0.1 0.5 -0.684
O 1.905965 2.606670 0.113548 0.1 0.4 -0.2 -0.633
C 1.340883 2.738603 -3.034966 0.0 0.0 0.0 -1.369
C 0.419806 1.560042 -3.177110 -0.1 0.0 0.0 0.578
O 0.725149 0.445077 -2.816042 0.1 0.0 0.0 -0.582
H 1.723598 2.995750 -4.027824 0.0 0.0 0.0 0.383
H 2.159808 2.514752 -2.356249 0.0 0.0 0.0 0.323
H 0.770145 3.592344 -2.670190 0.0 0.0 0.1 0.348
S -3.289402 1.921108 -0.411133 0.0 0.0 -0.1 -0.392
C -2.553077 1.572740 -1.952770 -0.3 -0.1 0.6 -0.195
N -2.940255 0.361260 -2.499795 0.0 0.0 -0.1 0.111
C -2.495812 -0.033792 -3.735211 0.1 0.1 -0.1 -0.229
C -1.608830 0.702717 -4.404300 -0.2 -0.2 0.0 -0.997
C -0.989074 1.878748 -3.710061 0.1 0.0 -0.3 0.703
N -1.702211 2.352587 -2.524312 0.2 0.2 -0.1 -0.569
H -3.470207 -0.255011 -1.913770 0.0 0.0 0.0 -0.009
H -2.926732 -0.950421 -4.115240 0.0 0.0 0.0 0.369
H -1.298386 0.391275 -5.392334 0.1 0.1 0.0 0.323
H -0.883459 2.742005 -4.386455 0.0 -0.1 0.0 0.372
```
Positions in Å, forces in eV/Å.

## Properties
**E_LUMO**: 3.816 eV
**Strongest force on any atom**: 1.31 eV/A
**Energy relative to the best compared isomer or geometry (same formula, charge and spin)**: 6.8 kcal/mol
**Highest occupied orbital energy**: -2.3 eV
**E**: -227185.0461 eV
**Total charge**: -2
**2S+1**: 1